1.
The following is a DFT calculation (ωB97M-V/def2-TZVPD) of a structure of composition C38H32Br2N4OPtS3Si.

Structure (XYZ):
```
82
Properties=species:S:1:pos:R:3
Pt 0.149 -0.728 -0.090
S 0.587 -1.020 2.408
C 2.282 -0.850 2.594
C 2.781 -0.849 3.907
C 4.124 -0.744 4.162
C 5.019 -0.622 3.095
C 4.554 -0.615 1.804
C 3.187 -0.735 1.515
S 2.723 -0.780 -0.141
H 2.069 -0.931 4.715
H 4.486 -0.754 5.180
H 6.077 -0.535 3.289
H 5.236 -0.511 0.975
C -2.603 -0.885 1.841
C -3.062 -0.918 0.427
C -4.406 -0.868 0.095
C -4.808 -0.889 -1.232
C -3.826 -0.905 -2.235
C -4.093 -0.868 -3.623
Br -5.880 -0.815 -4.260
C -3.083 -0.853 -4.570
C -1.773 -0.865 -4.151
Br -0.347 -0.869 -5.398
C -1.405 -0.901 -2.783
O -0.175 -0.856 -2.441
C -2.467 -0.951 -1.822
N -2.110 -1.001 -0.517
H -3.444 -0.878 2.528
H -1.999 0.011 1.998
H -1.966 -1.745 2.042
H -5.140 -0.838 0.884
H -5.852 -0.886 -1.507
H -3.311 -0.837 -5.624
C -3.873 3.865 0.261
C -2.802 4.187 1.078
C -1.601 3.516 0.945
C -1.436 2.531 -0.023
C -2.503 2.262 -0.876
C -3.717 2.906 -0.725
Si 0.252 1.655 -0.229
C 0.951 2.357 -1.864
C 0.814 3.729 -2.072
C 1.315 4.319 -3.216
C 1.932 3.548 -4.188
C 2.052 2.181 -4.006
C 1.580 1.597 -2.843
C 1.385 2.232 1.202
C 2.686 2.657 0.957
C 3.507 3.048 2.000
C 3.048 2.995 3.305
C 1.754 2.576 3.565
C 0.931 2.202 2.520
H -4.822 4.364 0.388
H -2.904 4.960 1.825
H -0.777 3.772 1.595
H -2.383 1.544 -1.674
H -4.546 2.659 -1.375
H 0.308 4.336 -1.333
H 1.220 5.386 -3.355
H 2.315 4.013 -5.086
H 2.508 1.565 -4.770
H 1.690 0.531 -2.707
H 3.057 2.683 -0.057
H 4.514 3.386 1.802
H 3.699 3.273 4.121
H 1.394 2.527 4.583
H -0.078 1.877 2.729
C 0.997 -6.506 2.130
C -0.304 -5.817 1.717
C -0.040 -4.855 0.628
N -0.090 -3.588 0.732
N 0.250 -2.921 -0.366
C 0.584 -3.678 -1.381
N 0.987 -3.236 -2.564
S 0.472 -5.387 -0.986
H 0.807 -7.216 2.931
H 1.714 -5.765 2.480
H 1.429 -7.040 1.284
H -0.727 -5.257 2.550
H -1.030 -6.557 1.378
H 0.812 -2.242 -2.753
H 1.143 -3.879 -3.319
```

Results
* E_LUMO (spin up / spin down): -0.058 / -0.058 hartree
* E_HOMO (spin up / spin down): -7.2325 / -7.2326 eV
* frontier orbital gap (spin up / spin down): 5.7 / 5.7 eV



2.
The following is a DFT calculation (ωB97M-V/def2-TZVPD) of a structure of composition C38H32BrCaF16N9O6PS3.

Structure (XYZ):
```
107
Properties=species:S:1:pos:R:3
Ca 1.409 1.031 -0.053
O 6.053 -1.353 2.064
C 5.345 -1.075 3.220
C 5.846 -1.550 4.421
C 5.139 -1.319 5.591
C 3.945 -0.609 5.564
C 3.445 -0.152 4.356
C 4.130 -0.396 3.175
C 3.552 0.090 1.859
O 2.376 0.630 1.879
N 3.433 -1.286 1.004
N 2.421 -1.404 0.243
C 2.278 -2.560 -0.401
C 1.188 -2.812 -1.248
Br -0.192 -1.533 -1.315
C 1.048 -3.963 -1.972
C 2.087 -4.949 -2.215
C 3.423 -4.584 -2.428
C 4.379 -5.560 -2.657
C 4.017 -6.900 -2.681
C 2.688 -7.268 -2.505
C 1.726 -6.300 -2.294
H 6.065 -0.580 1.486
H 6.789 -2.080 4.420
H 5.533 -1.682 6.532
H 3.409 -0.412 6.483
H 2.519 0.404 4.294
H 4.316 0.616 1.254
H 4.118 -2.047 1.056
H 3.001 -3.357 -0.246
H 0.074 -4.166 -2.404
H 3.697 -3.538 -2.480
H 5.405 -5.270 -2.837
H 4.768 -7.658 -2.860
H 2.403 -8.311 -2.544
H 0.688 -6.583 -2.166
F 3.935 5.727 -0.590
C 3.301 5.485 0.551
F 2.599 6.556 0.901
F 4.194 5.217 1.498
S 2.164 4.065 0.287
O 3.014 2.931 0.018
O 1.283 4.486 -0.764
N 1.479 3.905 1.687
S -0.027 3.474 1.794
O -0.313 2.335 0.927
O -0.988 4.526 1.799
C -0.026 2.754 3.525
F -1.068 3.242 4.193
F -0.152 1.431 3.460
F 1.081 3.046 4.191
C -1.545 -1.676 3.345
S -0.123 -1.974 2.280
C 1.046 -2.519 3.538
H -1.973 -2.610 3.707
H -2.282 -1.138 2.754
H -1.251 -1.050 4.187
H 1.193 -1.739 4.283
H 2.005 -2.710 3.057
H 0.705 -3.436 4.018
F -7.158 -0.386 -2.207
C -7.221 -0.040 -0.929
C -8.421 0.168 -0.372
F -9.505 0.019 -1.116
C -8.587 0.551 1.017
C -7.343 0.697 1.748
C -6.143 0.489 1.189
F -5.056 0.642 1.930
C -5.979 0.096 -0.196
C -4.761 -0.130 -0.759
C -3.520 -0.008 -0.052
N -2.489 0.063 0.448
C -4.565 -0.523 -2.120
N -4.306 -0.846 -3.192
F -7.401 1.049 3.022
C -9.806 0.752 1.587
C -11.048 0.607 0.887
N -12.086 0.518 0.403
C -9.995 1.127 2.957
N -10.229 1.451 4.033
C -1.070 0.908 -3.331
C -1.808 1.624 -4.494
N -1.734 3.073 -4.329
C -2.286 3.424 -3.024
C -1.458 2.767 -1.890
N -0.413 1.890 -2.453
C 0.492 2.703 -3.300
C -0.326 3.475 -4.367
H -0.310 0.222 -3.704
H -1.784 0.334 -2.734
H -2.859 1.327 -4.525
H -1.364 1.366 -5.457
H -3.330 3.099 -3.000
H -2.277 4.511 -2.930
H -2.082 2.163 -1.227
H -0.969 3.520 -1.275
H 1.206 2.030 -3.763
H 1.044 3.386 -2.661
H 0.057 3.280 -5.370
H -0.276 4.552 -4.197
F 2.202 0.535 -2.193
P 3.819 0.329 -2.677
F 3.616 -1.275 -2.422
F 5.336 0.103 -3.074
F 4.205 0.469 -1.096
F 3.925 1.903 -2.854
F 3.293 0.145 -4.170
```

Results
* E_LUMO: -0.140 hartree
* E_HOMO: -7.7066 eV
* expectation value of S²: 0.81
* frontier orbital gap: 3.9 eV
* multiplicity: 2



3.
The following is a DFT calculation (ωB97M-V/def2-TZVPD) of a structure of composition C38H32BrN9O8SV.

Structure (XYZ):
```
90
Properties=species:S:1:pos:R:3
V -0.745 0.368 0.080
Br -7.444 -2.036 1.547
C -5.863 -1.120 1.040
C -5.927 -0.110 0.092
C -4.767 0.529 -0.298
C -3.524 0.187 0.250
O -2.414 0.782 -0.144
C -3.491 -0.806 1.256
C -2.185 -1.192 1.949
N -1.203 -0.178 1.800
C -0.523 0.419 2.812
C -0.396 0.037 4.137
C 0.305 0.859 5.033
C 0.847 2.059 4.652
C 0.716 2.496 3.316
C 1.126 3.759 2.841
C 0.878 4.098 1.538
C 0.290 3.168 0.673
N -0.106 1.974 1.075
C 0.070 1.651 2.391
C -4.659 -1.462 1.624
H -6.879 0.172 -0.336
H -4.800 1.307 -1.051
H -2.390 -1.423 2.999
H -0.823 -0.895 4.484
H 0.400 0.539 6.062
H 1.355 2.693 5.368
H 1.614 4.451 3.516
H 1.143 5.076 1.162
H 0.136 3.409 -0.370
H -4.618 -2.247 2.369
N -2.841 3.698 -1.082
N -2.541 3.863 -2.451
C -1.615 3.154 -3.090
N -1.303 3.490 -4.348
N -1.102 2.126 -2.399
N -0.243 1.270 -2.944
O 0.002 0.262 -2.271
O 0.295 1.444 -4.044
H -2.522 2.771 -0.809
H -3.848 3.724 -0.979
H -2.837 4.739 -2.844
H -1.818 4.188 -4.854
H -0.610 2.923 -4.811
O -0.595 -3.871 3.192
S -1.689 -3.921 2.274
O -3.002 -4.136 2.789
N -1.703 -2.478 1.373
C -1.411 -2.618 0.062
O -1.342 -1.696 -0.749
C -1.221 -4.050 -0.262
C -0.997 -4.571 -1.523
C -0.898 -5.950 -1.657
C -1.005 -6.783 -0.549
C -1.231 -6.259 0.719
C -1.340 -4.892 0.833
H -0.927 -3.904 -2.372
H -0.747 -6.382 -2.637
H -0.937 -7.855 -0.673
H -1.329 -6.903 1.583
C 3.679 3.982 -3.601
O 3.253 2.786 -2.966
C 3.696 2.547 -1.700
C 4.329 3.479 -0.899
C 4.780 3.116 0.363
C 4.615 1.820 0.814
C 3.986 0.880 0.013
C 3.504 1.233 -1.242
N 2.989 0.338 -2.193
C 2.651 -0.941 -2.137
C 2.279 -1.768 -1.062
C 2.653 -3.136 -1.164
C 2.492 -4.009 -0.130
C 1.942 -3.556 1.083
C 1.466 -2.276 1.194
C 1.526 -1.377 0.105
O 0.815 -0.296 0.140
H 4.767 4.071 -3.588
H 3.240 4.864 -3.128
H 3.334 3.916 -4.629
H 4.482 4.490 -1.249
H 5.273 3.854 0.981
H 4.999 1.526 1.781
H 3.937 -0.145 0.343
H 2.980 0.747 -3.121
H 2.743 -1.434 -3.099
H 3.146 -3.457 -2.075
H 2.819 -5.035 -0.225
H 1.860 -4.224 1.931
H 0.999 -1.936 2.109
```

Results
* E_LUMO (spin up / spin down): -0.127 / -0.127 hartree
* E_HOMO (spin up / spin down): -8.8655 / -9.6302 eV
* expectation value of S²: 2.02
* frontier orbital gap (spin up / spin down): 5.4 / 6.2 eV
* net charge: +1
* multiplicity: 3



4.
The following is a DFT calculation (ωB97M-V/def2-TZVPD) of a structure of composition C38H32Cl2N2NaO3P2S.

Structure (XYZ):
```
81
Properties=species:S:1:pos:R:3
Na -0.721 0.403 -0.558
C 0.835 -1.996 -1.642
P 1.997 -1.053 -0.539
C 3.140 -2.441 -0.156
C 4.324 -2.736 -0.826
C 5.066 -3.858 -0.483
C 4.636 -4.704 0.530
C 3.459 -4.419 1.207
C 2.724 -3.292 0.872
C 3.058 -0.054 -1.651
C 2.799 0.195 -2.995
C 3.590 1.086 -3.709
C 4.651 1.733 -3.096
C 4.929 1.481 -1.758
C 4.133 0.603 -1.043
C -0.250 -2.554 -0.768
C -0.611 -3.870 -0.526
C -1.698 -3.822 0.384
C -1.921 -2.478 0.634
C -2.834 -1.751 1.580
P -2.043 -0.091 1.783
C -3.312 0.700 2.874
C -3.554 0.375 4.208
C -4.543 1.032 4.926
C -5.312 2.016 4.318
C -5.093 2.337 2.987
C -4.095 1.687 2.274
C -0.750 -0.485 3.026
C -0.339 0.507 3.921
C 0.688 0.274 4.821
C 1.333 -0.954 4.839
C 0.939 -1.944 3.953
C -0.091 -1.714 3.049
N -1.038 -1.702 -0.050
H 1.362 -2.781 -2.182
H 0.426 -1.285 -2.365
H 4.673 -2.091 -1.623
H 5.982 -4.082 -1.017
H 5.213 -5.584 0.788
H 3.113 -5.074 1.998
H 1.806 -3.059 1.399
H 1.981 -0.304 -3.498
H 3.369 1.281 -4.752
H 5.265 2.428 -3.657
H 5.758 1.981 -1.271
H 4.342 0.418 0.006
H -0.154 -4.758 -0.940
H -2.234 -4.666 0.794
H -2.931 -2.244 2.551
H -3.841 -1.596 1.179
H -2.963 -0.393 4.692
H -4.718 0.779 5.965
H -6.078 2.531 4.885
H -5.693 3.102 2.509
H -3.893 1.953 1.242
H -0.832 1.469 3.908
H 0.985 1.059 5.508
H 2.141 -1.138 5.538
H 1.437 -2.906 3.964
H -0.377 -2.489 2.348
Cl 1.062 1.766 1.014
C 0.538 3.435 1.307
Cl -0.931 3.524 2.286
H 0.331 3.891 0.350
H 1.330 3.949 1.840
O -0.298 -0.069 -4.375
C -0.657 0.941 -3.783
N -0.273 1.324 -2.542
S -1.007 2.663 -2.076
O -0.095 3.760 -1.849
O -1.873 2.348 -0.955
C -1.923 2.976 -3.574
C -2.703 4.035 -3.989
C -3.194 4.003 -5.288
C -2.908 2.935 -6.135
C -2.111 1.882 -5.704
C -1.610 1.927 -4.417
H -2.930 4.857 -3.322
H -3.802 4.822 -5.651
H -3.306 2.930 -7.141
H -1.876 1.043 -6.347
```

Results
* E_LUMO: 0.079 hartree
* E_HOMO: -4.0301 eV
* frontier orbital gap: 6.2 eV
* net charge: -1



5.
The following is a DFT calculation (ωB97M-V/def2-TZVPD) of a structure of composition C38H32ClFN2O3PtS2.

Structure (XYZ):
```
80
Properties=species:S:1:pos:R:3
Pt 1.353 -1.517 -0.042
Cl 4.951 -7.692 1.705
C 4.479 -6.096 1.403
C 5.157 -5.031 2.035
C 4.774 -3.756 1.774
C 3.673 -3.447 0.885
O 3.390 -2.241 0.702
C 2.990 -4.572 0.242
C 1.961 -4.440 -0.780
N 1.277 -3.391 -1.031
C 0.459 -3.308 -2.191
C -0.242 -4.335 -2.757
C -0.931 -4.129 -3.972
C -0.885 -2.921 -4.609
C -0.182 -1.835 -4.034
C -0.074 -0.554 -4.627
C 0.616 0.436 -3.989
C 1.170 0.176 -2.723
N 1.094 -1.006 -2.157
C 0.456 -2.026 -2.800
C 3.427 -5.848 0.507
H 5.975 -5.248 2.708
H 5.273 -2.909 2.226
H 1.824 -5.318 -1.412
H -0.285 -5.306 -2.280
H -1.485 -4.950 -4.405
H -1.390 -2.780 -5.556
H -0.540 -0.374 -5.588
H 0.723 1.421 -4.418
H 1.673 0.953 -2.161
H 2.962 -6.696 0.019
O 1.725 0.319 0.979
S -1.235 2.844 2.446
C -2.979 2.477 2.079
C -3.341 1.142 2.722
C -2.645 -0.047 2.059
C -3.356 -0.532 0.796
S -2.212 -1.110 -0.509
O -0.908 -1.387 0.237
C -2.029 0.392 -1.436
C -2.772 0.451 -2.610
C -2.767 1.621 -3.357
C -2.006 2.701 -2.936
C -1.245 2.621 -1.774
C -1.256 1.464 -1.008
C -0.878 4.187 1.349
C 0.402 4.261 0.807
C 0.755 5.323 -0.013
C -0.179 6.303 -0.324
C -1.460 6.220 0.203
C -1.810 5.176 1.048
H -3.107 2.454 0.993
H -3.610 3.266 2.482
H -4.426 1.017 2.693
H -3.071 1.174 3.780
H -2.575 -0.881 2.757
H -1.620 0.238 1.821
H -3.960 0.244 0.323
H -4.006 -1.382 1.000
H -3.356 -0.405 -2.927
H -3.356 1.685 -4.263
H -2.001 3.615 -3.515
H -0.655 3.470 -1.457
H -0.676 1.401 -0.092
H 1.118 3.476 1.015
H 1.758 5.382 -0.415
H 0.093 7.131 -0.965
H -2.190 6.984 -0.028
H -2.801 5.145 1.478
F 1.014 1.517 6.132
C 1.205 1.204 4.871
C 0.570 0.057 4.369
C 0.759 -0.271 3.061
C 1.572 0.559 2.212
C 2.225 1.706 2.787
C 2.041 2.022 4.097
H -0.050 -0.530 5.033
H 0.273 -1.132 2.616
H 2.870 2.292 2.148
H 2.514 2.878 4.559
```

Results
* E_LUMO (spin up / spin down): -0.218 / -0.294 hartree
* E_HOMO (spin up / spin down): -12.4551 / -12.4600 eV
* expectation value of S²: 6.07
* frontier orbital gap (spin up / spin down): 6.5 / 4.5 eV
* net charge: +2
* multiplicity: 5



Results for relative energy (zero: lowest compared OMol25 entry of this formula, charge and spin): 187.0 80.9 152.0 63.2 8.3 (in kJ/mol, following the order of the records).
Results for total energy: -8513.0101 -8797.0171 -6477.9757 -3966.2243 -3277.6286 (in hartree, following the order of the records).